[1]
{"formula": "C32H44BrN3P2PdS", "method": "wB97M-V/def2-TZVPD", "symbols": ["Pd", "Br", "S", "P", "P", "N", "N", "N", "C", "C", "C", "C", "C", "C", "C", "C", "C", "C", "C", "C", "C", "C", "C", "C", "C", "C", "C", "C", "C", "C", "C", "C", "C", "C", "C", "C", "C", "C", "C", "C", "H", "H", "H", "H", "H", "H", "H", "H", "H", "H", "H", "H", "H", "H", "H", "H", "H", "H", "H", "H", "H", "H", "H", "H", "H", "H", "H", "H", "H", "H", "H", "H", "H", "H", "H", "H", "H", "H", "H", "H", "H", "H", "H", "H"], "coordinates": [[-1.265, -0.907, 1.660], [-1.509, -3.450, 1.513], [0.040, -2.164, 5.870], [-2.617, -2.384, -2.100], [0.610, -0.606, 0.364], [0.964, -0.676, 3.948], [4.677, 4.827, -3.203], [0.962, -2.982, 3.410], [1.591, -2.161, 0.254], [0.448, 2.337, 6.080], [0.281, 3.902, -0.140], [3.132, 0.517, 1.147], [-0.826, 3.254, 0.476], [0.754, -1.925, 4.258], [-0.812, 3.040, 1.877], [-0.077, 1.711, 7.211], [-1.812, 2.643, -0.346], [-5.136, -3.714, -2.390], [-2.311, 1.395, 0.051], [0.809, 1.604, 4.960], [-3.731, -3.791, -1.784], [0.666, 0.204, 4.974], [-1.379, 1.844, 2.318], [2.375, 4.195, -2.971], [-1.795, 0.975, 1.301], [-1.395, -4.225, -3.877], [-0.234, 0.315, 7.242], [-3.727, -1.261, -4.438], [2.439, 4.447, -1.579], [3.649, 4.921, -1.045], [0.136, -0.427, 6.118], [-1.197, -2.897, -3.147], [2.812, -2.238, -0.676], [0.549, 0.096, -1.331], [1.845, 0.645, -1.966], [1.613, 0.635, 1.221], [-3.491, -1.034, -2.951], [1.287, 4.233, -0.761], [4.721, 5.138, -1.909], [3.524, 4.443, -3.747], [3.562, 1.317, 1.766], [1.897, -2.345, 1.302], [-2.312, -4.215, -4.485], [-5.765, -4.504, -1.960], [-4.392, -2.114, -4.617], [-0.364, 2.300, 8.085], [0.847, -2.941, 0.018], [3.583, -1.506, -0.413], [1.627, 0.918, -3.013], [-2.787, -1.409, -4.981], [3.525, 0.643, 0.130], [3.495, -0.433, 1.559], [-0.261, 3.702, 2.545], [1.250, 1.605, 0.851], [-2.872, -0.132, -2.781], [5.639, 5.598, -1.539], [3.479, 4.346, -4.842], [0.930, -3.884, 3.889], [-0.369, -2.985, -2.414], [-1.437, -5.064, -3.169], [-0.926, -2.085, -3.846], [2.192, 1.565, -1.464], [3.256, -3.233, -0.545], [-3.233, -4.742, -2.047], [-4.214, -0.375, -4.863], [-0.184, 0.916, -1.270], [-2.034, 3.057, -1.327], [2.552, -2.130, -1.738], [0.101, -0.690, -1.964], [3.734, 5.173, 0.010], [-1.466, 1.523, 3.358], [-3.786, -3.785, -0.678], [-0.545, -4.408, -4.548], [1.216, 2.059, 4.058], [0.241, -3.040, 2.652], [1.318, 0.549, 2.277], [0.584, 3.424, 6.072], [-2.965, 0.757, -0.556], [-5.110, -3.878, -3.474], [1.434, 3.892, -3.460], [-0.621, -0.221, 8.108], [-5.626, -2.758, -2.177], [2.674, -0.083, -1.991], [-4.439, -0.860, -2.414]], "homo_ev": [-7.20, -7.20], "gap_ev": [6.165, 6.165], "total_energy_ev": -141301.161, "total_charge": 0, "fmax_ev_per_a": 2.6, "e_above_lowest_ev": 0.220}

=====

[2]
{"formula": "C33H35CsF5N10O3S3", "method": "wB97M-V/def2-TZVPD", "symbols": ["Cs", "S", "S", "S", "F", "F", "F", "F", "F", "O", "O", "O", "N", "N", "N", "N", "N", "N", "N", "N", "N", "N", "C", "C", "C", "C", "C", "C", "C", "C", "C", "C", "C", "C", "C", "C", "C", "C", "C", "C", "C", "C", "C", "C", "C", "C", "C", "C", "C", "C", "C", "C", "C", "C", "C", "H", "H", "H", "H", "H", "H", "H", "H", "H", "H", "H", "H", "H", "H", "H", "H", "H", "H", "H", "H", "H", "H", "H", "H", "H", "H", "H", "H", "H", "H", "H", "H", "H", "H", "H"], "coordinates": [[-0.694, 0.437, -0.526], [1.109, -2.272, -2.024], [-3.287, 2.535, -1.248], [1.760, -3.380, 1.573], [-1.256, -6.600, 4.159], [0.599, -8.150, 0.120], [-0.047, -4.245, 3.830], [-0.948, -8.595, 2.326], [1.832, -5.814, -0.235], [2.761, 1.463, -0.980], [3.087, 0.918, 1.967], [0.315, 0.415, 3.482], [-3.442, 0.249, 0.782], [-0.578, 7.727, 3.118], [0.359, 2.731, 1.434], [0.466, -1.017, -4.318], [-4.528, 3.588, 0.841], [0.361, -3.279, -4.353], [-4.118, 1.393, 1.135], [0.449, 0.210, -3.739], [0.295, 2.620, -2.566], [-2.188, -2.263, 0.434], [0.402, 2.572, -3.894], [2.398, -0.273, 2.348], [1.358, 3.594, 1.600], [0.616, -2.166, -3.586], [-4.092, -3.266, 1.478], [-0.330, -7.410, 2.153], [0.456, -7.178, 1.039], [-1.184, 4.399, 2.188], [-0.384, 6.647, 2.776], [-0.620, -0.632, 3.283], [1.088, -5.960, 0.874], [4.054, 0.675, 0.971], [0.164, -5.186, 2.897], [0.131, 3.797, -1.983], [-3.988, 2.411, 0.324], [1.164, 4.889, 2.050], [0.826, 1.114, -5.991], [-1.664, -3.477, 0.300], [-2.300, -4.639, 0.721], [3.490, 0.389, -0.411], [1.638, -0.058, 3.641], [0.054, 4.995, -2.685], [-3.538, -4.526, 1.327], [0.328, 3.719, -4.680], [-0.137, 5.297, 2.336], [0.563, 1.222, -4.512], [-0.873, 3.122, 1.741], [0.984, -4.906, 1.792], [-0.471, -6.398, 3.085], [-3.391, -2.155, 1.014], [0.150, 4.947, -4.060], [3.562, 2.555, -1.346], [-3.993, -0.822, 1.195], [4.684, -0.182, 1.250], [1.995, 5.570, 2.172], [-2.211, 4.677, 2.383], [-5.054, -3.128, 1.955], [4.697, 1.558, 0.944], [1.626, -1.007, 4.190], [2.809, -0.461, -0.390], [4.329, 0.117, -1.069], [1.715, -0.602, 1.560], [3.128, -1.079, 2.489], [-1.602, -0.167, 3.192], [4.409, 2.236, -1.969], [-0.094, 5.927, -2.156], [-1.816, -5.597, 0.592], [-1.660, 2.388, 1.615], [1.457, 0.252, -6.210], [-4.960, -0.776, 1.700], [-0.619, -1.327, 4.131], [3.961, 3.099, -0.481], [-0.101, 1.023, -6.565], [1.357, 1.988, -6.356], [0.371, -1.103, -5.319], [-0.677, -3.523, -0.147], [-0.396, -3.221, -5.019], [2.346, 3.218, 1.366], [0.078, 5.850, -4.653], [-0.408, -1.220, 2.384], [0.388, -4.135, -3.820], [2.174, 0.686, 4.234], [-4.791, 4.250, 0.129], [0.050, 3.788, -0.902], [2.936, 3.237, -1.921], [0.386, 3.669, -5.757], [-5.212, 3.436, 1.568], [-4.059, -5.405, 1.688]], "homo_ev": -4.15, "gap_ev": 5.631, "total_energy_ev": -102473.599, "total_charge": -1, "fmax_ev_per_a": 0.5, "e_above_lowest_ev": 0.168}

=====

[3]
{"formula": "C44H92N4O12", "method": "wB97M-V/def2-TZVPD", "symbols": ["O", "O", "O", "O", "O", "O", "O", "O", "O", "O", "O", "O", "N", "N", "N", "N", "C", "C", "C", "C", "C", "C", "C", "C", "C", "C", "C", "C", "C", "C", "C", "C", "C", "C", "C", "C", "C", "C", "C", "C", "C", "C", "C", "C", "C", "C", "C", "C", "C", "C", "C", "C", "C", "C", "C", "C", "C", "C", "C", "C", "H", "H", "H", "H", "H", "H", "H", "H", "H", "H", "H", "H", "H", "H", "H", "H", "H", "H", "H", "H", "H", "H", "H", "H", "H", "H", "H", "H", "H", "H", "H", "H", "H", "H", "H", "H", "H", "H", "H", "H", "H", "H", "H", "H", "H", "H", "H", "H", "H", "H", "H", "H", "H", "H", "H", "H", "H", "H", "H", "H", "H", "H", "H", "H", "H", "H", "H", "H", "H", "H", "H", "H", "H", "H", "H", "H", "H", "H", "H", "H", "H", "H", "H", "H", "H", "H", "H", "H", "H", "H", "H", "H"], "coordinates": [[-3.970, 2.480, -0.852], [-0.216, 1.760, 5.794], [2.516, 3.017, 2.520], [-2.680, -5.093, -1.900], [0.666, 1.057, -1.007], [1.017, -1.052, -4.469], [2.145, -3.129, 2.365], [1.967, 3.959, -3.151], [-3.357, -1.257, -4.451], [4.567, -0.017, -1.285], [2.409, -7.161, -0.669], [-4.254, -2.268, 2.118], [2.026, 0.803, -5.230], [-4.242, 0.427, -3.197], [-2.118, -3.353, -3.224], [0.284, -6.359, -1.023], [2.388, 4.748, -2.053], [-4.691, 2.471, 0.412], [1.117, -0.058, 1.102], [-2.994, -4.239, -2.706], [2.069, -4.786, -0.759], [-2.522, -2.634, 0.527], [-0.035, 1.265, 4.501], [5.357, 0.521, 0.862], [2.676, -2.738, 3.607], [1.184, -0.217, -5.351], [1.175, 4.870, -1.158], [0.358, -3.148, 4.056], [-1.620, 1.652, 6.096], [4.451, 1.428, -1.025], [-0.683, -3.472, -2.984], [0.430, -0.391, -6.628], [3.536, 2.657, 3.470], [0.467, 1.184, 0.389], [0.569, 3.857, -3.188], [2.905, 0.985, -4.101], [-3.196, -0.269, -3.715], [-3.932, -3.028, 0.968], [-0.417, -7.662, -1.090], [-2.332, 1.701, 4.725], [-3.031, -1.774, 2.619], [5.172, 1.884, 0.235], [2.178, 4.379, 2.727], [-4.430, -4.076, -3.131], [-5.638, 0.013, -3.331], [-2.992, 3.530, -0.775], [1.051, -1.114, 0.066], [5.468, -0.458, -0.306], [-1.174, 1.776, 3.701], [3.579, 3.770, 4.461], [1.281, -0.278, -1.144], [-1.837, 0.271, -3.336], [0.060, 4.919, -2.194], [1.495, -2.222, 4.440], [-4.256, 3.775, 1.126], [0.871, -3.766, 2.684], [2.277, 4.524, 4.195], [-2.805, 3.959, 0.673], [-2.250, -1.370, 1.355], [1.614, -6.205, -0.716], [-4.384, 3.689, 2.210], [-1.854, 2.430, 6.816], [0.985, -0.086, -7.563], [-4.634, -2.732, 0.240], [6.129, 2.381, 0.070], [1.234, 5.761, -0.559], [-0.585, -7.972, -2.101], [-0.303, -4.470, -3.220], [-0.507, -2.559, 3.754], [0.184, -1.447, -6.747], [2.976, -4.650, -0.226], [0.168, -8.443, -0.599], [-1.849, -3.474, 0.725], [0.857, -0.730, -2.041], [1.317, -4.127, -0.318], [-2.359, 4.945, 0.780], [-4.491, 1.520, 0.926], [3.466, -2.004, 3.374], [-1.179, -1.342, 1.490], [-3.910, -4.062, 1.268], [6.226, 0.533, 1.540], [0.974, 2.069, 0.802], [-4.660, -4.990, -3.702], [-1.883, 1.331, -3.562], [3.203, 1.712, 3.910], [-0.521, -3.439, -1.918], [1.183, 4.634, 2.320], [2.159, -4.448, -1.797], [2.361, -0.094, -1.293], [2.203, 5.529, 4.617], [-0.538, 0.161, -6.635], [3.676, 3.375, 5.472], [-2.464, -2.575, -3.772], [-2.685, -0.527, 0.832], [-1.394, 1.200, 2.826], [1.027, -4.865, 2.718], [-2.954, 2.582, 4.630], [-2.195, 3.216, 1.168], [-0.323, -5.518, -1.087], [-0.133, 0.172, 4.536], [3.369, 1.563, -0.946], [4.843, 1.976, -1.897], [2.762, 5.711, -2.387], [4.462, 0.302, 1.447], [-4.588, -3.182, -3.748], [-0.095, 5.911, -2.644], [2.704, 1.929, -3.612], [2.016, 1.563, -5.924], [1.422, 3.920, 4.598], [-2.070, 3.068, -1.200], [0.086, -1.664, 0.090], [-4.981, -4.054, -2.220], [6.480, -0.504, -0.715], [3.260, 4.228, -1.510], [1.893, -1.764, 0.224], [5.167, -1.494, -0.035], [-3.315, -0.944, 3.279], [-4.029, 1.087, -2.448], [-4.923, 4.569, 0.791], [2.152, 0.254, 1.334], [-6.041, 0.351, -4.299], [0.361, 2.866, -2.746], [-6.257, 0.490, -2.600], [2.874, 4.971, 2.150], [-5.742, 2.562, 0.179], [-1.008, -0.169, -3.898], [0.223, -3.594, 1.807], [4.415, 4.430, 4.260], [-0.068, -2.740, -3.451], [4.448, 2.502, 2.902], [0.980, 1.542, 4.197], [4.501, 2.525, 0.831], [-3.367, 4.341, -1.377], [-0.854, 4.587, -1.692], [2.756, 0.200, -3.390], [-1.784, 0.703, 6.612], [-1.565, 0.107, -2.282], [3.977, 1.015, -4.403], [-0.972, 2.823, 3.442], [-0.626, 1.205, 0.588], [0.227, 3.991, -4.192], [1.618, -2.294, 5.505], [-5.770, -1.091, -3.251], [0.111, -3.870, 4.842], [0.949, 3.994, -0.542], [0.572, -0.239, 2.045], [3.216, -3.575, 4.022], [-1.418, -7.545, -0.687], [-2.922, 0.805, 4.606], [-2.416, -2.447, 3.197], [1.357, -1.185, 4.185], [-2.566, -2.474, -0.566]], "homo_ev": -8.71, "gap_ev": 9.121, "total_energy_ev": -77648.257, "total_charge": 0, "smiles": "CNC(C)=O.CNC(C)=O.CNC(C)=O.CNC(C)=O.C1CCOC1.C1CCOC1.C1CCOC1.C1CCOC1.C1CCOC1.C1CCOC1.C1CCOC1.C1CCOC1", "fmax_ev_per_a": 2.6, "e_above_lowest_ev": 0.000}

=====

[4]
{"formula": "C12H18N2PS", "method": "wB97M-V/def2-TZVPD", "symbols": ["S", "P", "N", "N", "C", "C", "C", "C", "C", "C", "C", "C", "C", "C", "C", "C", "H", "H", "H", "H", "H", "H", "H", "H", "H", "H", "H", "H", "H", "H", "H", "H", "H", "H"], "coordinates": [[2.917, -1.373, 2.077], [2.979, 0.227, 0.628], [-3.482, 1.236, 0.921], [-1.928, -0.249, 1.117], [-2.550, 1.741, 1.803], [5.079, -1.035, -0.778], [3.668, -0.626, -0.899], [-1.162, -1.478, 0.916], [-1.571, 0.808, 1.922], [4.897, -2.006, -3.064], [-4.968, 3.261, 0.999], [-3.093, 0.021, 0.533], [5.704, -1.739, -1.884], [-4.715, 1.880, 0.432], [2.880, -0.896, -2.101], [3.508, -1.601, -3.214], [-3.626, -0.626, -0.146], [-5.085, 3.225, 2.084], [-0.941, -1.590, -0.144], [1.817, -0.548, -2.101], [-0.229, -1.431, 1.476], [1.639, 0.667, 0.340], [2.886, -2.557, 1.365], [5.376, -2.551, -3.912], [-5.880, 3.679, 0.574], [-0.654, 0.766, 2.483], [-5.549, 1.218, 0.677], [5.647, -0.813, 0.159], [6.771, -2.048, -1.770], [-1.751, -2.326, 1.263], [-4.641, 1.935, -0.656], [-4.146, 3.940, 0.766], [2.889, -1.823, -4.109], [-2.685, 2.712, 2.242]], "homo_ev": -10.68, "gap_ev": 7.758, "total_energy_ev": -35833.123, "total_charge": 1, "fmax_ev_per_a": 2.6}

=====

[5]
{"formula": "C8H9CrFeI2NO6S", "method": "wB97M-V/def2-TZVPD", "symbols": ["I", "I", "Fe", "Cr", "S", "O", "O", "O", "O", "O", "O", "N", "C", "C", "C", "C", "C", "C", "C", "C", "H", "H", "H", "H", "H", "H", "H", "H", "H"], "coordinates": [[3.156, -0.062, 2.989], [2.425, -2.754, 2.779], [1.333, -0.870, 1.255], [-0.089, 0.963, 1.131], [1.413, 0.628, -0.516], [-1.653, -1.400, 2.314], [-3.065, 1.253, 1.123], [-0.318, -0.954, 4.949], [-0.389, 1.100, 4.175], [-1.092, 2.954, 3.157], [-1.642, -2.358, -0.200], [-0.423, -0.223, 3.989], [-0.923, 0.504, -2.012], [-1.919, 1.114, 0.925], [1.190, 1.083, -3.245], [-0.785, -1.976, 0.475], [-0.611, 1.870, 2.955], [-0.731, -0.564, 2.567], [0.572, 0.215, -2.143], [0.815, -1.257, -2.454], [1.051, 2.151, -3.038], [-1.399, -0.174, -1.285], [2.266, 0.890, -3.337], [0.709, 0.853, -4.209], [0.424, -1.474, -3.459], [-1.396, 0.327, -2.991], [0.300, -1.909, -1.741], [-1.106, 1.552, -1.724], [1.887, -1.482, -2.430]], "homo_ev": [-24.34, -24.41], "gap_ev": [5.660, 3.983], "total_energy_ev": -112000.972, "total_charge": 4, "multiplicity": 9, "fmax_ev_per_a": 10.5, "e_above_lowest_ev": 2.074}